1.
Computed, not measured: 13 unconnected molecules or ions with the total composition C33H64BBr24ClF3O5S2 in a non-equilibrium geometry, with the ωB97M-V functional and the def2-TZVPD basis.

The total energy comes out at -65029.4128 Ha. Its net charge is -1. The calculation puts the lowest unoccupied orbital energy at 1.46 eV. For the molar mass, the calculation gives 2625.959 g mol⁻¹.

The geometry in XYZ format:
```
133
Properties=species:S:1:pos:R:3:forces:R:3:mulliken_charge:R:1
C 0.641261 -2.062048 1.442712 0.6 -1.3 0.3 0.022
C 1.711850 -1.634837 2.531377 -0.5 1.0 0.0 0.114
Cl 3.206988 -1.025036 1.566703 -0.1 -0.4 0.3 -0.131
C 1.279092 -0.422299 3.463876 0.6 -0.6 -1.1 -0.266
B -0.261926 -0.458560 4.025419 2.0 0.5 3.0 1.542
O -1.004247 -1.723838 4.148896 -2.6 0.8 -2.8 -0.818
C -2.370118 -1.256517 4.078917 -0.5 -0.7 2.1 -0.408
C -3.507298 -2.288761 3.669396 0.4 0.1 -1.1 0.437
C -3.032447 -3.423567 2.645087 -1.3 0.1 0.0 -0.354
C -4.227770 -3.816216 1.632646 0.8 0.5 0.5 -0.259
S -3.484233 -4.779879 0.198194 0.1 0.0 0.5 -0.308
C -2.450725 0.229145 3.446458 2.8 0.5 1.6 0.670
O -3.427235 1.095101 4.024091 1.2 -1.3 -0.3 -0.560
S -2.761273 0.393196 1.604318 -6.0 -2.5 -3.1 0.767
O -2.731187 -0.891034 0.837746 1.6 2.3 1.7 -0.497
O -4.153826 0.981353 1.434877 3.3 -0.1 0.3 -0.448
C -1.612592 1.628304 0.773833 2.0 1.9 -0.2 0.426
F -1.714157 2.848843 1.427786 0.2 -2.1 -1.1 -0.221
F -0.282531 1.236862 0.783551 -2.4 0.6 -0.1 -0.088
F -1.967234 1.842383 -0.548750 0.3 -0.7 2.2 -0.159
O -1.113015 0.687202 3.558919 -3.2 -0.6 -1.3 -1.009
H 1.174239 -2.551250 0.561718 -0.7 0.8 1.1 -0.288
H 0.001066 -1.220244 1.051022 0.7 -0.9 0.7 -0.020
H 0.020374 -2.898759 1.912590 0.5 1.4 -0.6 0.081
H 2.111818 -2.500624 3.152701 -0.7 1.0 -1.0 0.338
H 1.413507 0.550573 2.882147 -0.1 -1.2 0.6 -0.221
H 2.001233 -0.366885 4.341426 -0.9 -0.1 -1.2 0.208
H -0.101974 -0.147437 5.193971 0.1 0.3 0.8 -0.496
H -2.585576 -1.032877 5.186558 -0.1 0.4 -1.4 0.030
H -4.298259 -1.680486 3.109440 1.1 -1.0 1.1 -0.859
H -3.952362 -2.753742 4.613357 0.5 0.6 -1.4 0.545
H -2.190651 -3.059252 1.989120 -0.8 -0.4 1.1 -0.190
H -2.778773 -4.343474 3.257405 0.1 1.0 -1.0 0.441
H -4.716572 -2.885839 1.183875 0.9 -1.2 0.5 0.036
H -5.043018 -4.420448 2.128897 1.0 0.5 -0.5 0.426
H -2.188672 -5.069210 0.608990 -1.2 0.5 0.1 0.115
H -4.280271 0.615602 4.064175 0.5 0.2 -0.2 0.302
Br -4.354198 -0.716569 -2.085879 -0.1 0.1 -0.1 -0.128
C -4.835392 1.167455 -2.184245 0.1 -0.3 0.3 -0.444
C -6.296564 1.345648 -2.508162 0.0 0.3 0.0 -0.514
Br -6.651086 1.017367 -4.397794 0.0 0.0 0.0 -0.203
H -4.172202 1.627156 -2.915276 -0.2 0.0 0.0 0.486
H -4.611073 1.568386 -1.193319 -0.1 0.0 0.0 0.060
H -6.603821 2.378282 -2.337189 0.1 -0.1 0.0 0.450
H -6.947034 0.679428 -1.943311 0.1 0.0 -0.1 0.266
Br 5.747515 3.406989 -0.195976 0.0 -0.2 -0.1 -0.133
C 4.096072 2.404697 0.091205 0.0 0.1 -0.1 -0.235
C 3.111276 3.193618 0.916302 -0.2 -0.1 0.2 0.036
Br 3.606167 3.188158 2.800297 0.0 0.1 -0.1 -0.142
H 4.375920 1.454680 0.544367 -0.1 0.1 0.0 0.214
H 3.698693 2.221427 -0.907000 0.0 -0.1 0.2 -0.127
H 2.123548 2.731083 0.879590 0.1 -0.1 0.0 -0.097
H 3.030632 4.236169 0.611325 0.1 -0.1 0.0 0.383
Br 2.850586 -3.127439 -1.554328 0.0 0.3 -0.2 -0.112
C 4.130351 -2.611315 -2.928064 -0.2 -0.4 0.1 -0.504
C 5.504637 -2.401026 -2.344951 0.1 0.3 -0.1 -0.389
Br 5.621575 -0.699353 -1.402071 0.1 -0.1 0.0 -0.112
H 3.730116 -1.725940 -3.419328 0.1 0.0 0.1 0.406
H 4.137005 -3.442574 -3.636076 0.1 0.1 0.1 0.264
H 6.251802 -2.338678 -3.137498 -0.1 0.0 0.0 0.354
H 5.795240 -3.176548 -1.638170 -0.1 0.1 -0.1 0.153
Br -11.358184 -2.099210 -7.308533 -0.1 0.1 0.0 -0.151
C -10.487884 -0.460803 -6.708208 0.1 -0.2 -0.2 -0.560
C -9.770575 -0.667170 -5.398364 -0.1 0.3 0.1 -0.313
Br -11.022237 -0.711836 -3.905298 0.1 -0.1 0.0 -0.137
H -11.256852 0.308229 -6.661625 0.1 -0.1 0.1 0.377
H -9.778044 -0.211555 -7.498448 0.0 0.0 0.1 0.349
H -9.107537 0.172947 -5.187969 -0.1 -0.1 -0.1 -0.033
H -9.198910 -1.593145 -5.361408 -0.1 0.1 -0.1 0.439
Br 10.029868 2.393623 2.711292 0.0 0.0 0.0 -0.164
C 8.443586 3.477425 3.047509 0.2 0.2 0.1 -0.120
C 7.822863 3.142760 4.380382 -0.3 -0.1 0.0 -0.486
Br 6.829137 1.469272 4.298323 0.1 0.0 0.1 -0.130
H 7.768674 3.322947 2.206916 0.0 0.0 0.1 0.074
H 8.798540 4.509207 3.037436 -0.1 -0.1 0.0 0.154
H 7.085956 3.897667 4.658473 0.1 0.0 -0.1 0.265
H 8.552657 3.040503 5.182361 0.0 0.0 -0.2 0.404
Br 4.971429 -5.816605 -0.272778 0.0 -0.2 0.1 -0.078
C 4.210346 -7.512626 -0.858286 0.2 0.1 0.2 -0.310
C 4.331994 -7.684396 -2.352037 -0.4 -0.1 -0.1 -0.690
Br 3.009505 -6.609201 -3.297779 0.1 0.0 0.0 -0.177
H 3.181461 -7.538271 -0.503138 0.1 0.0 -0.2 0.446
H 4.788360 -8.276236 -0.338077 -0.1 0.0 -0.1 0.018
H 4.117286 -8.715061 -2.637249 0.0 0.1 0.1 0.396
H 5.307277 -7.400929 -2.740902 -0.2 0.1 0.1 0.367
Br -10.051448 -0.707170 2.112617 0.0 0.0 0.1 -0.180
C -8.714350 0.704889 1.961096 -0.2 -0.1 -0.2 -0.630
C -7.351529 0.139946 1.652550 0.2 0.3 0.1 -0.381
Br -6.535778 -0.648970 3.235202 -0.5 0.1 -0.1 -0.056
H -8.745468 1.272591 2.889277 0.0 -0.2 -0.2 0.258
H -9.062073 1.336951 1.142339 0.1 0.0 0.1 0.423
H -6.666938 0.933735 1.347475 0.0 -0.1 0.1 0.216
H -7.368168 -0.633339 0.885641 0.0 0.1 0.1 0.467
Br 5.338402 -11.796196 0.180340 0.1 0.0 -0.1 -0.137
C 7.237634 -11.358196 0.195837 -0.2 -0.1 0.3 -0.533
C 7.454965 -9.866614 0.189012 0.2 0.1 -0.2 -0.653
Br 7.153090 -9.116506 -1.583613 0.3 -0.2 0.1 -0.099
H 7.687490 -11.863112 -0.657118 0.0 0.1 0.1 0.367
H 7.622705 -11.797519 1.117305 0.0 0.1 -0.1 0.345
H 8.492721 -9.629065 0.425559 -0.1 -0.1 0.0 0.365
H 6.799422 -9.332679 0.875940 0.0 -0.1 -0.1 0.399
Br -0.016280 3.288428 -2.444992 0.0 0.1 -0.1 -0.065
C 1.294890 3.727106 -3.816472 -0.2 -0.3 0.1 -0.538
C 2.667303 3.876157 -3.214747 0.2 0.3 -0.2 0.190
Br 2.854981 5.576336 -2.283670 0.0 0.0 0.1 -0.119
H 0.940983 4.622846 -4.323891 0.2 0.0 0.1 0.380
H 1.273389 2.888583 -4.513848 0.1 0.1 0.1 0.279
H 3.429859 3.893577 -3.994562 -0.2 0.0 0.1 0.014
H 2.906764 3.094816 -2.496881 -0.1 0.1 -0.1 -0.140
Br 8.977878 6.856358 0.815610 -0.1 0.0 0.0 -0.147
C 7.406612 7.964020 1.139800 0.3 0.2 0.0 -0.562
C 6.772874 7.639539 2.468908 -0.4 -0.1 0.0 -0.697
Br 5.757704 5.979229 2.379909 0.1 0.2 0.2 -0.012
H 6.735019 7.818032 0.295454 0.0 -0.1 0.2 0.346
H 7.776727 8.990580 1.131003 0.0 -0.1 0.0 0.357
H 6.045147 8.404458 2.743365 0.1 0.0 -0.1 0.359
H 7.496835 7.527644 3.274848 0.0 0.1 -0.2 0.358
Br 1.690464 3.369213 -7.610977 0.1 0.1 0.0 -0.137
C 3.488794 3.982967 -8.044383 -0.2 -0.1 -0.2 -0.580
C 4.502894 2.881473 -7.864783 0.3 0.1 0.2 -0.580
Br 4.908549 2.590830 -5.981260 0.0 -0.1 -0.1 -0.090
H 3.685420 4.855006 -7.423081 0.0 -0.2 0.0 0.372
H 3.438501 4.290983 -9.089883 0.1 -0.1 0.1 0.348
H 5.454095 3.159219 -8.320525 -0.1 0.0 0.0 0.336
H 4.176514 1.925159 -8.270469 -0.1 0.2 0.0 0.371
Br -7.980295 3.874854 3.283038 0.0 0.2 0.0 -0.096
C -9.579082 4.942902 3.597080 0.3 0.1 0.0 -0.596
C -10.213442 4.600298 4.920813 -0.3 0.0 0.0 -0.561
Br -11.187042 2.915159 4.821404 0.1 0.0 0.0 -0.133
H -10.240617 4.783058 2.747415 0.0 0.0 0.2 0.366
H -9.234106 5.978054 3.592942 -0.1 -0.1 0.1 0.330
H -10.961531 5.346365 5.191810 0.1 0.0 -0.1 0.330
H -9.492445 4.503923 5.731082 0.0 0.0 -0.2 0.373
```
Positions in Å, forces in eV/Å.



2.
Computed, not measured: C16H20F4N2O3 in the gas phase, with the ωB97M-V functional and the def2-TZVPD basis.

As for the SMILES: CCOC(=O)[C@@](NCCc1ccccc1F)(NC(=O)CC)C(F)(F)F. The total energy comes out at -1356.4472 Ha. The energy above the lowest of the compared OMol25 structures with the same formula, charge and spin is 2.6 kJ/mol. The calculation puts the lowest unoccupied orbital energy at 0.67 eV. For the molar mass, the calculation gives 364.339 g mol⁻¹.

The geometry in XYZ format:
```
45
Properties=species:S:1:pos:R:3:forces:R:3:mulliken_charge:R:1
C 0.378202 3.732960 -0.017096 0.2 -0.3 0.2 -0.807
C 1.211454 3.240876 1.155331 0.1 0.5 -0.2 -0.401
O 1.070337 1.818228 1.287036 -0.4 0.1 0.3 -0.331
C 1.997467 1.070314 0.732757 0.4 -0.4 0.0 -0.558
O 3.022650 1.444627 0.236083 -0.1 0.1 0.0 -0.605
C 1.671473 -0.451097 0.854745 0.1 0.0 -0.2 1.178
N 0.395710 -0.671996 1.453588 -0.2 0.3 0.0 -0.237
C -0.323587 -1.907167 1.197213 0.0 -0.1 -0.1 -1.017
C -1.282825 -1.830921 -0.007027 0.1 -0.1 0.3 0.139
C -2.325874 -0.776769 0.219901 -0.1 -0.2 0.0 -0.261
C -2.168782 0.521364 -0.252246 -0.2 0.0 0.0 0.581
C -3.125728 1.490084 0.001265 0.0 0.1 0.0 -1.089
C -4.257801 1.181380 0.735191 0.0 0.0 0.0 -0.411
C -4.436843 -0.102895 1.219968 0.0 -0.2 0.1 -0.680
C -3.470388 -1.053945 0.958442 0.0 0.2 -0.1 0.341
F -3.653128 -2.308396 1.434939 0.1 0.1 0.0 -0.342
N 1.888842 -1.034294 -0.467784 0.0 0.0 0.4 0.299
C 1.520878 -0.343308 -1.580111 0.3 -0.6 -0.2 0.407
O 0.882309 0.684119 -1.494467 -0.3 0.3 -0.1 -0.482
C 1.930499 -0.987252 -2.883633 -0.1 0.1 -0.1 -0.893
C 1.121539 -2.254267 -3.164817 0.1 0.1 0.0 -1.114
C 2.758367 -1.047352 1.780783 0.4 0.0 0.2 0.588
F 3.993611 -0.919509 1.283416 0.1 0.1 -0.2 -0.260
F 2.584676 -2.366321 1.972978 -0.3 -0.3 -0.1 -0.286
F 2.750224 -0.474789 2.983123 -0.2 0.2 0.0 -0.276
H -0.676234 3.546896 0.168587 -0.1 0.0 0.0 0.110
H 0.535639 4.798153 -0.158019 0.0 0.1 0.0 0.428
H 0.672446 3.202359 -0.919307 0.0 0.0 -0.1 0.220
H 0.860807 3.655548 2.102623 0.1 -0.1 -0.1 0.329
H 2.269569 3.475874 1.009174 -0.2 0.0 0.1 0.373
H -0.214479 0.128083 1.332027 0.2 0.0 0.1 0.421
H 0.389647 -2.718345 1.050441 -0.1 0.0 0.1 0.338
H -0.904729 -2.126227 2.097879 0.0 -0.2 -0.1 0.505
H -0.722463 -1.597798 -0.911713 0.0 0.0 0.0 -0.561
H -1.756937 -2.806621 -0.125450 0.0 0.0 -0.1 0.605
H -1.291033 0.770530 -0.830879 0.1 0.0 -0.1 0.457
H -2.989388 2.489668 -0.383192 0.0 0.1 0.0 0.462
H -5.004312 1.935959 0.930263 -0.1 0.1 0.0 0.386
H -5.308849 -0.374784 1.793523 -0.1 -0.1 0.1 0.455
H 2.485880 -1.842624 -0.550349 0.0 0.1 -0.1 0.307
H 1.765425 -0.260543 -3.679515 0.1 0.0 0.1 0.359
H 2.995232 -1.223198 -2.839761 0.0 0.0 0.0 0.332
H 1.249472 -2.989509 -2.373284 0.0 -0.1 0.0 0.301
H 0.063268 -2.018209 -3.251022 -0.1 0.0 0.0 0.265
H 1.447767 -2.698894 -4.101623 0.0 -0.1 0.0 0.424
```
Positions in Å, forces in eV/Å.



3.
Computed, not measured: C8H11BO in the gas phase in a non-equilibrium geometry, with the ωB97M-V functional and the def2-TZVPD basis.

As for the SMILES: C=C(B(C)C)c1ccco1. The total energy comes out at -411.4428 Ha. The energy above the lowest of the compared OMol25 structures with the same formula, charge and spin is 95.4 kJ/mol. The calculation puts the lowest unoccupied orbital energy at 0.42 eV. For the molar mass, the calculation gives 133.987 g mol⁻¹.

The geometry in XYZ format:
```
21
Properties=species:S:1:pos:R:3:forces:R:3:mulliken_charge:R:1
C -0.353284 -1.899370 -1.330402 -0.6 -1.6 -1.6 -0.932
C -0.385605 -0.741449 -0.641681 -0.1 -1.1 -0.2 0.618
B 0.864144 0.051180 -0.233727 1.2 -1.3 0.3 0.072
C 2.067237 0.123256 -1.173315 -0.1 -1.1 -2.5 -1.085
C 1.089832 0.217343 1.313790 -1.9 1.1 0.7 -0.957
C -1.555176 -0.242595 0.017580 0.1 -0.4 -0.9 0.019
C -1.920879 1.034886 0.216624 -1.5 3.5 0.6 0.028
C -3.288403 0.949332 0.622328 -1.0 0.8 1.4 -0.577
C -3.602248 -0.354131 0.728329 0.7 0.8 -0.5 -0.462
O -2.570007 -1.088576 0.317143 0.8 -0.6 -0.3 -0.390
H -1.269199 -2.583762 -1.553806 1.4 1.5 0.9 0.249
H 0.531336 -2.332856 -1.904669 -0.9 1.1 1.2 0.273
H 2.675743 -0.785809 -0.986827 -0.4 0.1 -0.1 0.357
H 2.704960 0.862477 -0.888919 2.0 2.3 1.1 0.441
H 2.015376 0.279570 -2.292886 -0.6 -0.6 1.1 0.278
H 0.093050 0.510754 1.794744 1.5 -0.2 -0.4 0.272
H 1.878930 0.868058 1.695122 0.0 0.0 -0.2 0.325
H 1.259461 -0.781669 1.702657 0.2 -0.4 0.0 0.362
H -1.562231 2.154355 0.203784 0.3 -2.9 -0.5 0.244
H -3.907895 1.766828 1.011932 0.3 -0.4 -0.5 0.340
H -4.393423 -0.928463 1.070364 -1.5 -0.6 0.5 0.527
```
Positions in Å, forces in eV/Å.